1.
{
  "formula": "C2H8N4",
  "method": "wB97M-V/def2-TZVPD",
  "lumo_energy_ev": 1.00,
  "smiles": "CN/N=C\\NN",
  "e_above_lowest_ev": 4.488,
  "charge": 0,
  "species": ["C", "C", "H", "H", "H", "H", "H", "H", "H", "H", "N", "N", "N", "N"],
  "coordinates": [[2.201, -0.148, -0.105], [-0.973, 1.177, 0.061], [2.694, -1.022, -0.858], [2.635, 0.931, -0.388], [2.434, -0.320, 1.047], [0.610, -0.560, -0.944], [-1.546, 2.004, 0.404], [-2.828, 0.479, -0.553], [-1.551, -0.788, 1.350], [-1.044, -1.672, -0.035], [0.787, -0.220, -0.076], [0.256, 0.948, 0.399], [-1.850, 0.196, -0.674], [-1.826, -1.005, 0.373]],
  "forces_ev_per_angstrom": [[3.88, -0.14, 1.65], [-0.20, -1.93, -0.86], [-1.44, 2.43, 2.35], [-0.93, -2.38, 0.34], [0.77, 0.21, -2.52], [-2.52, -0.52, -3.27], [0.31, 0.99, 0.44], [0.53, 0.19, -0.23], [0.07, 0.66, -1.18], [-2.27, 1.92, 1.43], [1.18, 0.53, 1.90], [-2.42, 0.61, -1.37], [1.88, -0.83, 4.26], [1.16, -1.74, -2.94]],
  "lowdin_charge": [-0.17, -0.21, 0.13, 0.10, 0.10, 0.05, 0.09, 0.08, 0.06, 0.09, -0.22, 0.01, -0.05, -0.06]
}

***

2.
{
  "formula": "C2H8N4",
  "method": "wB97M-V/def2-TZVPD",
  "lumo_energy_ev": [-9.01, -13.47],
  "s2": 2.020,
  "e_above_lowest_ev": 4.397,
  "charge": 2,
  "multiplicity": 3,
  "species": ["C", "C", "N", "N", "N", "N", "H", "H", "H", "H", "H", "H", "H", "H"],
  "coordinates": [[1.373, -0.736, 0.603], [-0.765, -1.931, 0.657], [0.393, -1.509, 0.549], [1.089, 0.633, 0.292], [-0.204, 1.032, 0.235], [-0.696, 1.190, -1.118], [2.446, -1.018, 0.972], [-1.221, -2.333, -0.215], [-1.259, -1.881, 1.563], [1.879, 1.277, 0.354], [-0.539, 1.961, 0.700], [-0.186, 0.275, -1.838], [-0.628, 2.138, -1.635], [-1.683, 0.900, -1.118]],
  "forces_ev_per_angstrom": [[1.21, 2.67, 0.01], [-3.88, -1.20, -1.54], [4.91, -0.10, 0.67], [2.04, -1.52, 1.26], [-2.02, 2.47, -0.15], [1.33, -3.18, -3.95], [-1.71, 0.69, -1.06], [-0.78, -0.65, -0.69], [-1.21, -0.17, 2.10], [-0.10, 0.52, -0.01], [1.71, -1.99, -0.21], [-1.77, 3.67, 2.43], [0.36, -1.41, 1.02], [-0.09, 0.19, 0.11]],
  "lowdin_charge": [0.02, 0.03, 0.11, 0.11, -0.03, 0.17, 0.21, 0.12, 0.11, 0.19, 0.24, 0.33, 0.22, 0.17]
}

***

3.
{
  "formula": "C2H8N4O",
  "method": "wB97M-V/def2-TZVPD",
  "lumo_energy_ev": 1.05,
  "smiles": "[H]/N=N/N(N)CCO",
  "e_above_lowest_ev": 3.857,
  "charge": 0,
  "species": ["C", "C", "N", "N", "N", "N", "O", "H", "H", "H", "H", "H", "H", "H", "H"],
  "coordinates": [[-0.341, -0.460, -0.836], [-1.585, 0.273, -0.297], [0.814, 1.879, -0.104], [1.374, 0.877, 0.401], [1.461, -1.525, 0.408], [0.780, -0.372, 0.075], [-1.942, -0.145, 0.995], [-0.555, -1.521, -0.951], [-0.074, -0.019, -1.803], [-2.435, 0.041, -0.942], [-1.410, 1.355, -0.322], [1.327, 2.706, 0.214], [1.373, -1.737, 1.402], [2.444, -1.461, 0.165], [-1.232, 0.109, 1.595]],
  "forces_ev_per_angstrom": [[-0.39, 0.40, -0.03], [0.20, 0.16, -0.47], [0.23, -1.09, 0.10], [-0.76, -1.42, -0.59], [0.37, -0.09, 0.38], [0.39, 2.67, 0.54], [-0.02, -0.20, 0.45], [0.07, 0.08, -0.03], [-0.04, -0.06, -0.06], [0.09, -0.02, -0.01], [-0.16, -0.29, -0.07], [0.14, -0.32, 0.10], [0.05, 0.16, -0.25], [-0.12, 0.04, -0.02], [-0.04, -0.01, -0.02]],
  "lowdin_charge": [-0.16, -0.28, 0.03, -0.02, 0.05, -0.28, -0.07, 0.12, 0.11, 0.12, 0.08, 0.05, 0.09, 0.08, 0.08]
}

***

4.
{
  "formula": "C2H8N4O",
  "method": "wB97M-V/def2-TZVPD",
  "lumo_energy_ev": [-0.32, -0.32],
  "e_above_lowest_ev": 5.570,
  "charge": 0,
  "species": ["C", "N", "N", "N", "C", "O", "N", "H", "H", "H", "H", "H", "H", "H", "H"],
  "coordinates": [[1.287, -1.657, 0.280], [0.800, -0.440, 0.879], [-0.157, 0.182, -1.946], [-1.007, 1.646, 0.758], [-1.106, 0.599, 1.521], [0.587, 1.002, -1.078], [-0.400, -0.508, 1.268], [-1.015, 0.668, -2.214], [0.415, 0.056, -2.778], [-0.162, 1.437, -0.275], [-1.667, 2.394, 0.925], [-1.817, 0.514, 2.342], [0.827, -2.548, 0.713], [2.370, -1.691, 0.395], [1.045, -1.654, -0.789]],
  "forces_ev_per_angstrom": [[0.18, -0.48, 0.01], [-1.31, 0.60, 0.85], [-0.40, -0.51, 0.06], [-0.22, -0.87, 0.77], [-0.31, 2.19, 0.01], [-0.71, 1.00, 0.89], [1.62, -1.80, -1.08], [0.27, 0.02, -0.16], [-0.17, 0.27, 0.05], [1.36, -0.86, -1.57], [-0.09, -0.10, 0.16], [0.03, 0.06, -0.13], [-0.06, 0.12, 0.06], [-0.08, 0.04, -0.02], [-0.12, 0.31, 0.08]],
  "lowdin_charge": [-0.10, 0.01, -0.09, 0.12, -0.23, -0.30, 0.01, 0.06, 0.06, 0.03, 0.09, 0.12, 0.08, 0.08, 0.07]
}

***

Look up the charge of the first one.
0